Entry 1:
{"formula": "C4H7NO", "method": "ωB97M-V/def2-TZVPD", "gap_ev": 7.5, "lumo_ev": 0.67, "multiplicity": 1, "symbols": ["O", "C", "C", "C", "C", "N", "H", "H", "H", "H", "H", "H", "H"], "positions_angstrom": [[0.0645, -1.0980, 1.5020], [-0.1525, -1.0105, 0.1383], [-0.9228, 0.1971, -0.2303], [-0.0265, 1.4666, -0.1552], [1.3485, 1.0841, -0.6426], [1.6312, -0.1116, -0.6670], [0.3911, -1.9777, 1.7207], [-0.4635, -1.9509, -0.3321], [1.5558, -1.1195, -0.7125], [-1.7654, 0.3278, 0.4579], [-1.3150, 0.0853, -1.2463], [0.0985, 1.7991, 0.8833], [-0.4439, 2.3082, -0.7161]]}


Entry 2:
{"formula": "C36H51NOOsPSi4Te", "method": "ωB97M-V/def2-TZVPD", "gap_ev": [5.9, 3.8], "lumo_ev": [-8.69, -12.33], "charge": 3, "multiplicity": 5, "symbols": ["Os", "O", "N", "C", "C", "C", "C", "C", "C", "C", "P", "C", "C", "C", "C", "C", "C", "C", "C", "C", "C", "C", "C", "H", "H", "H", "H", "H", "H", "H", "H", "H", "H", "H", "H", "H", "H", "H", "H", "C", "Si", "C", "C", "Si", "Si", "C", "C", "C", "Si", "C", "C", "C", "H", "H", "H", "H", "H", "H", "H", "H", "H", "H", "H", "H", "H", "H", "H", "H", "H", "H", "H", "H", "H", "H", "H", "H", "H", "H", "H", "C", "Te", "C", "C", "C", "C", "C", "C", "C", "H", "H", "H", "H", "H", "H", "H", "H"], "positions_angstrom": [[-1.0812, -0.8659, -0.1052], [-2.4484, -3.2062, 0.9628], [-2.0411, -1.9769, 1.4839], [-2.2864, -1.8722, 2.7306], [-1.7393, -0.8253, 3.6606], [-1.8368, -1.1359, 5.0249], [-1.2862, -0.3759, 6.0284], [-0.6174, 0.8253, 5.6956], [-0.5226, 1.1737, 4.3147], [-1.1065, 0.3645, 3.2959], [-0.9088, 0.9789, 1.6067], [0.6859, 1.7773, 1.7098], [0.8092, 3.1075, 1.3593], [2.0946, 3.6823, 1.5768], [3.1664, 2.9269, 1.9023], [3.0788, 1.5888, 2.1593], [1.7645, 1.0411, 2.1074], [-2.1330, 2.3042, 1.4292], [-2.9498, 2.6823, 2.4655], [-3.9093, 3.6461, 2.2653], [-3.9916, 4.4213, 1.1435], [-3.1281, 4.0940, 0.1098], [-2.2094, 3.0332, 0.2051], [-3.3218, -3.0587, 0.5783], [-2.8209, -2.6191, 3.2747], [-2.2677, -2.0694, 5.2822], [-1.3274, -0.7926, 7.0330], [-0.0980, 1.3989, 6.4159], [0.0981, 2.0908, 4.1437], [-0.0419, 3.7621, 1.1502], [2.2349, 4.7534, 1.4791], [4.1498, 3.3256, 2.0400], [3.9035, 1.0202, 2.4626], [1.6537, -0.0229, 2.3347], [-3.0776, 2.0838, 3.3592], [-4.6605, 3.8432, 3.0079], [-4.8012, 5.1240, 1.0326], [-3.2087, 4.6239, -0.8831], [-1.7052, 2.6207, -0.6702], [-3.4893, -2.2880, -2.1962], [-2.9322, -0.6186, -1.5690], [-2.4333, 0.5454, -3.0369], [-4.0004, 0.1277, -0.2092], [-0.1239, -0.5090, -2.2512], [1.2334, 1.4876, -2.9200], [0.0900, 2.9872, -3.3051], [2.6148, 1.7963, -1.6667], [1.8511, 1.0009, -4.6336], [0.3921, -2.1173, -4.1265], [2.2394, -2.3925, -3.8645], [-0.4722, -3.6867, -3.8149], [-0.2627, -1.4307, -5.8644], [-4.4662, -2.5630, -1.8908], [-2.8268, -3.1144, -1.9081], [-3.5482, -2.3444, -3.2913], [-3.0659, 0.5708, -3.9377], [-1.5689, 0.1528, -3.5921], [-2.1989, 1.5635, -2.6872], [-5.0352, 0.2826, -0.5751], [-3.6448, 1.1248, 0.0049], [-4.0968, -0.5389, 0.6976], [-0.1548, 3.5902, -2.4923], [-0.7742, 2.6272, -3.8785], [0.6906, 3.6377, -3.9684], [2.2261, 1.9514, -0.6669], [3.2654, 2.6178, -2.0363], [3.1721, 0.8720, -1.6407], [1.1898, 1.3832, -5.3459], [2.0888, -0.0563, -4.8292], [2.8243, 1.4814, -4.7464], [2.6909, -1.5164, -3.4268], [2.7745, -2.5601, -4.8143], [2.4368, -3.2350, -3.1890], [-1.6136, -3.6310, -3.9481], [-0.4518, -4.0290, -2.7291], [-0.2501, -4.5522, -4.4500], [0.2042, -1.9094, -6.6507], [-0.0720, -0.3752, -5.9347], [-1.3751, -1.6744, -5.8705], [2.5727, -1.3358, 0.0074], [0.9924, -2.7870, -0.1812], [1.2436, -3.0717, 1.9177], [2.6258, -2.5858, 2.2076], [3.2796, -3.0674, 3.2995], [4.6026, -2.6929, 3.6083], [5.2403, -1.8805, 2.6515], [4.6655, -1.3815, 1.4823], [3.3032, -1.7644, 1.2298], [2.0222, -0.4434, 0.0744], [3.2135, -1.3866, -0.9170], [1.1354, -4.1358, 2.0971], [0.5394, -2.5131, 2.4890], [2.7217, -3.7406, 3.9669], [5.1784, -2.9982, 4.5313], [6.3041, -1.6406, 2.8558], [5.1202, -0.7054, 0.7627]]}


Entry 3:
{"formula": "C16H21N5O3S", "method": "ωB97M-V/def2-TZVPD", "gap_ev": 8.6, "lumo_ev": 0.49, "multiplicity": 1, "smiles": "CCCn1c(SCC(=O)NC(=O)Nc2ccc(C)cc2C)n[nH]c1=O", "symbols": ["C", "C", "C", "N", "C", "S", "C", "C", "O", "N", "C", "O", "N", "C", "C", "C", "C", "C", "C", "C", "C", "N", "N", "C", "O", "H", "H", "H", "H", "H", "H", "H", "H", "H", "H", "H", "H", "H", "H", "H", "H", "H", "H", "H", "H", "H"], "positions_angstrom": [[6.8411, 0.2454, 0.5801], [5.7809, -0.3629, 1.4892], [4.5390, 0.5243, 1.5905], [3.9062, 0.7260, 0.3132], [3.1693, -0.1535, -0.4162], [2.8433, -1.7754, 0.1184], [1.7657, -2.3653, -1.2330], [0.3362, -1.9000, -1.0116], [-0.5046, -2.6311, -0.5257], [0.1250, -0.6200, -1.3936], [-1.0211, 0.2076, -1.2095], [-0.9269, 1.3679, -1.5343], [-2.0727, -0.4387, -0.6816], [-3.3216, 0.0840, -0.3176], [-3.6558, 1.4164, -0.5240], [-4.8955, 1.8917, -0.1388], [-5.8254, 1.0531, 0.4567], [-7.1626, 1.5626, 0.9017], [-5.4800, -0.2787, 0.6525], [-4.2470, -0.7852, 0.2779], [-3.9211, -2.2322, 0.5084], [2.7458, 0.3683, -1.5306], [3.2362, 1.6454, -1.5337], [3.9521, 1.9261, -0.4060], [4.5051, 2.9451, -0.0847], [7.7377, -0.3687, 0.5806], [6.4790, 0.3184, -0.4432], [7.1027, 1.2454, 0.9174], [6.1830, -0.4875, 2.4954], [5.4902, -1.3486, 1.1190], [4.8150, 1.5212, 1.9451], [3.8111, 0.0780, 2.2755], [1.8068, -3.4525, -1.1771], [2.1831, -2.0002, -2.1691], [0.9316, -0.1014, -1.7538], [-1.9253, -1.4245, -0.4711], [-2.9401, 2.0761, -0.9846], [-5.1375, 2.9310, -0.3058], [-7.3956, 2.5104, 0.4231], [-7.1634, 1.7169, 1.9813], [-7.9472, 0.8460, 0.6668], [-6.1979, -0.9428, 1.1140], [-4.7599, -2.7335, 0.9842], [-3.7114, -2.7421, -0.4322], [-3.0500, -2.3438, 1.1543], [2.9764, 2.2812, -2.2681]]}


Entry 4:
{"formula": "C35H47CuN2O4S3Si2", "method": "ωB97M-V/def2-TZVPD", "gap_ev": [7.2, 7.2], "lumo_ev": [2.38, 2.38], "charge": -1, "multiplicity": 2, "symbols": ["Cu", "C", "Si", "C", "C", "C", "C", "C", "C", "N", "C", "S", "H", "H", "H", "H", "H", "H", "H", "H", "H", "H", "H", "H", "C", "Si", "C", "N", "C", "C", "C", "C", "C", "C", "C", "C", "C", "C", "C", "C", "C", "C", "C", "C", "C", "H", "H", "H", "H", "H", "H", "H", "H", "H", "H", "H", "H", "H", "H", "H", "H", "H", "H", "H", "H", "H", "H", "H", "H", "C", "S", "O", "C", "C", "C", "C", "C", "C", "H", "H", "H", "H", "H", "H", "H", "H", "C", "S", "O", "O", "O", "H", "H", "H"], "positions_angstrom": [[0.2218, -1.2034, -0.0015], [5.6762, -0.6501, 1.8343], [4.6565, -0.7704, 3.3936], [4.8865, 0.8074, 4.3854], [5.2845, -2.2323, 4.4028], [2.7965, -1.0042, 3.1854], [2.0612, -1.0384, 4.3598], [0.6680, -1.1028, 4.3615], [0.0370, -1.1109, 3.1373], [0.7084, -1.0810, 1.9895], [2.0582, -1.0511, 1.9777], [2.7002, -1.0503, 0.3791], [6.7217, -0.5039, 2.1296], [5.3630, 0.1877, 1.2101], [5.6004, -1.5500, 1.2238], [5.9425, 1.0887, 4.4353], [4.5171, 0.7037, 5.4092], [4.3288, 1.6159, 3.9051], [6.3437, -2.1096, 4.6471], [5.1739, -3.1607, 3.8366], [4.7344, -2.3473, 5.3401], [2.5785, -0.9986, 5.3154], [0.0956, -1.1258, 5.2783], [-1.0408, -1.1325, 3.0537], [-0.1638, -0.7793, -1.8664], [-1.8249, -0.0702, -2.1383], [-2.9917, -0.7681, -0.8351], [-2.4779, -0.7506, 0.5418], [-2.5178, 0.5681, 1.1918], [-3.5625, 0.6634, 2.3088], [-4.8629, -0.0095, 1.8787], [-4.6295, -1.4995, 1.5566], [-3.1383, -1.7854, 1.3375], [-2.5664, -0.6097, -3.7937], [-2.7790, 0.2552, -4.8675], [-3.2478, -0.2094, -6.0901], [-3.5164, -1.5591, -6.2628], [-3.3065, -2.4400, -5.2089], [-2.8340, -1.9707, -3.9917], [-1.8929, 1.8280, -2.1815], [-3.0516, 2.5323, -1.8361], [-3.1293, 3.9128, -1.9523], [-2.0432, 4.6335, -2.4337], [-0.8914, 3.9591, -2.8097], [-0.8288, 2.5757, -2.6871], [0.6429, -0.2901, -2.4192], [-0.2178, -1.7932, -2.2842], [-3.0947, -1.8224, -1.1158], [-4.0029, -0.3288, -0.9209], [-2.7572, 1.3199, 0.4386], [-1.5272, 0.8309, 1.5837], [-3.7287, 1.7165, 2.5498], [-3.1903, 0.1947, 3.2259], [-5.2429, 0.5075, 0.9913], [-5.6263, 0.1069, 2.6511], [-5.1888, -1.7783, 0.6613], [-5.0031, -2.1372, 2.3625], [-2.9870, -2.7403, 0.8354], [-2.6332, -1.8730, 2.3015], [-2.5865, 1.3174, -4.7507], [-3.4047, 0.4843, -6.9084], [-3.8807, -1.9253, -7.2157], [-3.5000, -3.4983, -5.3366], [-2.6412, -2.6865, -3.1964], [-3.9158, 1.9916, -1.4627], [-4.0400, 4.4275, -1.6685], [-2.1005, 5.7118, -2.5225], [-0.0391, 4.5052, -3.1973], [0.0732, 2.0658, -3.0120], [0.8267, 3.7258, 0.8093], [1.7939, 2.2509, 1.2012], [2.5900, 2.5978, 2.4162], [2.9265, 2.3657, -0.1823], [2.5377, 1.9292, -1.4376], [3.4427, 1.9883, -2.4835], [4.7309, 2.4635, -2.2620], [5.1140, 2.8720, -0.9933], [4.2095, 2.8211, 0.0608], [1.4760, 4.5435, 0.4997], [0.3046, 3.9769, 1.7323], [0.1011, 3.4886, 0.0279], [1.5573, 1.4906, -1.5746], [3.1545, 1.6329, -3.4654], [5.4425, 2.4929, -3.0781], [6.1250, 3.2190, -0.8172], [4.4784, 3.1144, 1.0684], [-0.6741, -5.6413, 0.1884], [-0.8415, -4.1362, -0.7406], [-2.2148, -4.1035, -1.2275], [0.1835, -4.1667, -1.7610], [-0.6108, -3.0829, 0.2806], [-0.8590, -6.4773, -0.4845], [-1.3984, -5.6403, 1.0008], [0.3394, -5.6879, 0.5824]]}


Entry 5:
{"formula": "C3H8O", "method": "ωB97M-V/def2-TZVPD", "gap_ev": 10.8, "lumo_ev": 0.99, "multiplicity": 1, "smiles": "CC=O.C", "symbols": ["C", "C", "O", "H", "H", "H", "H", "C", "H", "H", "H", "H"], "positions_angstrom": [[0.6153, -0.4057, 1.2592], [-0.2594, -1.0494, 0.2182], [-1.4506, -1.2244, 0.3728], [0.7517, -1.2223, 1.9714], [1.5962, -0.0776, 0.9000], [0.1039, 0.4154, 1.7689], [0.2755, -1.4383, -0.6735], [-0.3041, 1.0044, -1.1607], [0.7329, 0.6745, -1.3164], [-0.7811, 1.1260, -2.1243], [-0.3032, 1.8987, -0.5401], [-0.9771, 0.2988, -0.6755]]}


Entry 6:
{"formula": "C8H21FILuOP2", "method": "ωB97M-V/def2-TZVPD", "gap_ev": [5.8, 5.9], "lumo_ev": [-10.45, -10.21], "charge": 2, "multiplicity": 1, "symbols": ["C", "I", "H", "H", "H", "Lu", "P", "C", "C", "H", "H", "H", "H", "H", "H", "C", "H", "H", "H", "P", "C", "C", "H", "H", "H", "C", "H", "H", "H", "H", "H", "H", "C", "O", "F"], "positions_angstrom": [[-0.6154, 0.0276, -1.6640], [2.1025, 0.4570, 2.9395], [0.2194, 0.0695, -2.3940], [-1.2780, 0.8823, -1.8498], [-1.1733, -0.9078, -1.8309], [-0.0253, -0.0035, 0.5973], [0.2398, 2.6901, 0.0427], [-1.2045, 3.4560, 0.8320], [1.6831, 3.3150, 0.9357], [1.8713, 4.3488, 0.6241], [0.6107, 4.4625, -1.4941], [2.5389, 2.6670, 0.7031], [1.2378, 2.8767, -2.1246], [-1.2834, 3.0706, 1.8685], [1.4768, 3.2401, 2.0117], [0.3961, 3.3875, -1.6208], [-1.0163, 4.5449, 0.8314], [-0.5373, 3.2320, -2.1879], [-2.1314, 3.2109, 0.2799], [0.1949, -2.7376, -0.0421], [-1.2206, -3.6441, 0.7080], [0.4455, -3.5094, -1.6874], [2.4490, -2.5220, 0.7412], [1.9820, -4.2348, 0.8093], [1.3939, -3.0997, 2.0427], [1.6314, -3.2101, 0.9790], [1.2564, -2.9502, -2.1551], [0.7080, -4.5709, -1.6840], [-1.1175, -4.7259, 0.6110], [-2.1652, -3.3312, 0.2365], [-0.4642, -3.3897, -2.2681], [-1.2614, -3.3830, 1.7742], [-2.4118, 0.4590, 0.4484], [-3.5162, 0.5178, 0.8495], [-1.0160, -0.6953, 2.1370]]}


Energy values (in Ha) by entry order: -286.4428 -3389.3104 -1520.0790 -5186.5358 -194.2867 -2707.8544.
ΔE to the lowest compared entry with this formula, charge and spin values (in kcal/mol) by entry order: 118.5 43.4 6.3 2.2 30.9 0.0.